# C16H25O2

A 2-piece molecular cluster, C16H25O2 overall at a distorted geometry (wB97M-V/def2-TZVPD, OMol25).

Last column: Mulliken spin population.
Positions of all 43 atoms, in Å:
C: 3.0274 -1.6427 -0.0538  0.0026
C: 1.7127 -1.0161 -0.4046  0.0128
C: 0.6718 -2.1009 -0.7850  -0.0003
C: -0.6339 -1.4889 -1.2833  0.0130
C: -1.1976 -0.4914 -0.2814  0.0213
C: -0.1023 0.5401 0.1383  0.0454
C: 1.2075 -0.0852 0.7257  -0.2263
C: 1.0803 -0.7198 2.0999  0.1651
C: 2.1882 1.0105 0.8646  0.8912
C: 2.5325 2.4162 -1.6638  0.0060
O: 3.4544 1.6749 -1.8506  0.0051
O: 1.5619 3.0331 -1.4612  0.0024
C: -0.6113 1.6136 1.0543  0.0020
C: -1.7904 2.3395 0.4240  0.0046
C: -2.8802 1.4072 -0.1001  0.0000
C: -2.3608 0.2558 -0.9241  -0.0023
C: -2.9148 -0.1006 -2.0995  0.0012
C: -1.7613 -1.2084 0.9541  0.0038
H: 2.9600 -2.1432 0.9171  -0.0002
H: 3.3258 -2.3790 -0.8066  0.0010
H: 3.8024 -0.8800 -0.0005  0.0002
H: 1.8148 -0.3893 -1.3106  0.0083
H: 1.0872 -2.7486 -1.5742  -0.0012
H: 0.4835 -2.7597 0.0764  -0.0007
H: -0.4310 -0.9701 -2.2255  0.0016
H: -1.3681 -2.2777 -1.4945  -0.0001
H: 0.1818 1.0100 -0.8219  0.0456
H: 0.5633 -0.0419 2.7888  0.0276
H: 0.5382 -1.6777 2.1075  0.0143
H: 2.0770 -0.9173 2.5079  -0.0272
H: 1.8806 2.0302 1.1397  -0.0122
H: 3.2580 0.8280 0.6604  -0.0008
H: -0.8176 1.2177 2.0550  -0.0041
H: 0.1838 2.3487 1.2018  -0.0004
H: -2.1782 3.0670 1.1433  0.0003
H: -1.3833 2.9180 -0.4164  0.0003
H: -3.4504 1.0081 0.7515  0.0001
H: -3.5875 2.0029 -0.6896  -0.0001
H: -3.8214 0.4328 -2.4803  0.0001
H: -2.5482 -0.9023 -2.7159  0.0001
H: -1.0939 -1.9932 1.3184  -0.0006
H: -1.9418 -0.5153 1.7863  0.0009
H: -2.7188 -1.7050 0.7285  -0.0008

Summary:
Net charge: 0
Energy above the lowest of the compared OMol25 structures with the same formula, charge and spin, kJ/mol: 0.0
Gap between HOMO and LUMO (spin up / spin down), eV: 8.7 / 9.4
Highest occupied orbital energy (spin up / spin down), hartree: -0.2960 / -0.3365
Spin multiplicity: 2
<S²>: 0.754

---

# C31H69BFO3

A 4-piece molecular cluster, C31H69BFO3 overall (wB97M-V/def2-TZVPD, OMol25).

Last column: Löwdin charge in e.
Positions of all 105 atoms, in Å:
C: 2.8346 -2.1534 1.5248  -0.1166
C: 3.0811 -3.1519 0.3989  -0.2671
C: 1.7756 -3.5820 -0.2784  -0.2138
C: 1.2055 -2.5142 -1.2340  -0.1834
C: -0.3186 -2.2925 -1.2072  -0.1108
C: -0.8652 -1.1573 -0.3269  -0.4648
C: -0.4001 0.1985 -0.8765  -0.1679
C: -0.8198 1.3844 -0.0214  -0.0761
C: -0.5443 -1.3222 1.1854  -0.1560
O: -1.7122 -0.9820 1.8710  0.0173
B: -2.8026 -1.4359 0.9877  -0.9659
F: -2.9636 -2.8764 1.1527  0.0377
C: -4.1853 -0.6467 1.2697  -0.0635
C: -5.3866 -0.9551 0.3546  -0.1787
C: -5.3177 -2.3046 -0.3332  -0.2280
O: -6.4870 -2.4721 -1.1493  -0.2170
C: -6.7635 -3.8199 -1.4026  -0.1482
O: -2.2738 -1.1821 -0.3796  0.0385
H: 3.7602 -1.8060 1.9908  0.0531
H: 2.2856 -1.2795 1.1754  0.0527
H: 2.2360 -2.6441 2.2954  0.0822
H: 3.5995 -4.0275 0.8031  0.0997
H: 3.7463 -2.7288 -0.3629  0.0905
H: 1.9570 -4.5003 -0.8454  0.1010
H: 1.0398 -3.8424 0.4866  0.0998
H: 1.7205 -1.5629 -1.0647  0.0875
H: 1.4850 -2.8054 -2.2513  0.1023
H: -0.6572 -2.0605 -2.2230  0.1127
H: -0.8349 -3.2117 -0.9145  0.1270
H: 0.6928 0.2044 -0.9729  0.0983
H: -0.8077 0.2974 -1.8885  0.1160
H: -1.8930 1.3844 0.1663  0.0754
H: -0.5522 2.3249 -0.5130  0.0676
H: -0.3069 1.3555 0.9419  0.0505
H: -0.2614 -2.3627 1.3977  0.1131
H: 0.2824 -0.6753 1.5010  0.0966
H: -3.9400 0.4167 1.1682  0.0882
H: -4.4600 -0.7888 2.3210  0.0948
H: -6.3388 -0.9249 0.8967  0.1064
H: -5.4604 -0.1844 -0.4175  0.0845
H: -5.2571 -3.1088 0.4064  0.1197
H: -4.4262 -2.3763 -0.9656  0.1213
H: -7.6117 -3.8645 -2.0877  0.0783
H: -5.9105 -4.3352 -1.8656  0.0868
H: -7.0168 -4.3593 -0.4801  0.0820
C: 3.8432 4.5990 3.0460  -0.1092
C: 3.8239 3.1252 2.6570  -0.2770
C: 2.4427 2.6220 2.2386  -0.2280
C: 1.3615 2.7280 3.3167  -0.2180
C: 1.6895 2.0104 4.6249  -0.2644
C: 1.9090 0.5105 4.4656  -0.1004
H: 3.2013 4.7941 3.9068  0.0638
H: 4.8509 4.9293 3.3045  0.0660
H: 3.4870 5.2219 2.2218  0.0752
H: 4.2015 2.5235 3.4901  0.0994
H: 4.5219 2.9619 1.8303  0.0806
H: 2.5269 1.5819 1.9072  0.0918
H: 2.1087 3.1857 1.3609  0.1121
H: 0.4322 2.3199 2.9093  0.1018
H: 1.1587 3.7815 3.5316  0.1013
H: 0.8697 2.1825 5.3276  0.1041
H: 2.5774 2.4619 5.0813  0.0944
H: 1.0252 0.0256 4.0443  0.0785
H: 2.1246 0.0412 5.4270  0.0686
H: 2.7492 0.2964 3.8006  0.0546
C: -6.3528 3.4359 -4.4602  -0.1176
C: -6.6682 2.1061 -5.1356  -0.2769
C: -7.3111 1.0847 -4.1979  -0.2305
C: -6.4585 0.6960 -2.9883  -0.2279
C: -5.0728 0.1509 -3.3272  -0.2526
C: -5.1150 -1.1227 -4.1627  -0.0991
H: -5.6395 3.3090 -3.6450  0.0655
H: -5.9238 4.1496 -5.1660  0.0639
H: -7.2577 3.8825 -4.0398  0.0715
H: -5.7501 1.6883 -5.5587  0.0959
H: -7.3395 2.2805 -5.9822  0.0984
H: -7.5588 0.1872 -4.7719  0.0991
H: -8.2658 1.4858 -3.8391  0.1056
H: -6.9911 -0.0638 -2.4092  0.1025
H: -6.3488 1.5576 -2.3227  0.1035
H: -4.5489 -0.0609 -2.3926  0.0942
H: -4.4742 0.9109 -3.8410  0.0989
H: -5.6876 -1.8917 -3.6394  0.0642
H: -4.1086 -1.5103 -4.3296  0.0705
H: -5.5732 -0.9592 -5.1419  0.0606
C: 5.1180 1.2627 -0.7590  -0.0950
C: 5.4464 -0.0576 -0.0703  -0.2508
C: 5.9078 0.1117 1.3764  -0.2269
C: 7.1765 0.9466 1.5565  -0.2277
C: 8.3904 0.4405 0.7781  -0.2716
C: 8.8132 -0.9726 1.1633  -0.1140
H: 5.9924 1.9130 -0.8328  0.0663
H: 4.7437 1.0974 -1.7702  0.0720
H: 4.3462 1.8037 -0.2056  0.0612
H: 6.1989 -0.6008 -0.6504  0.1028
H: 4.5530 -0.6845 -0.0683  0.0754
H: 6.0501 -0.8769 1.8222  0.0991
H: 5.1005 0.5825 1.9479  0.0906
H: 7.4253 0.9759 2.6227  0.1100
H: 6.9763 1.9821 1.2668  0.0968
H: 9.2253 1.1267 0.9462  0.1016
H: 8.1818 0.4776 -0.2952  0.0973
H: 9.0415 -1.0328 2.2303  0.0735
H: 9.7019 -1.2852 0.6129  0.0661
H: 8.0253 -1.6977 0.9541  0.0650

Summary:
Net charge: -1
Gap between HOMO and LUMO, eV: 7.7
Highest occupied orbital energy, hartree: -0.1943

---

Number 1: total energy -21091.4705 eV. Number 2: total energy -42808.7659 eV.